Formula: F36P6Y
Source: the OMol25 dataset
Level of theory: wB97M-V/def2-TZVPD

The electronic energy comes out at -154642.045 eV. The total charge is -2. The spin multiplicity is 2. The expectation value of S² is 0.754.

Last column: Mulliken spin population.
Positions of all 43 atoms, in Å:
F (-19.4754, -13.9648, 25.2839)  0.168
F (-19.6983, -15.9397, 26.2743)  0.296
F (-21.7792, -11.2903, 30.4311)  0.000
F (-24.9283, -16.1561, 24.7728)  0.009
F (-23.8131, -10.4446, 25.0528)  0.000
F (-22.5428, -11.2442, 27.8681)  0.000
F (-18.0410, -14.7139, 26.9708)  -0.001
F (-21.8988, -13.3328, 29.3600)  0.002
F (-23.0390, -14.2751, 30.6818)  0.003
F (-21.9139, -10.1110, 26.0428)  0.000
F (-26.3843, -11.7522, 28.8259)  0.000
F (-23.3159, -12.1858, 32.0180)  0.000
F (-28.2876, -12.7306, 29.5644)  0.000
F (-26.1403, -14.1451, 24.1750)  0.002
F (-23.7621, -9.4128, 27.2915)  0.000
F (-23.6020, -15.9809, 27.1709)  -0.005
F (-20.0073, -15.0102, 28.2890)  0.135
F (-22.1248, -16.3372, 28.6910)  0.138
P (-19.6452, -14.4245, 26.8628)  -0.026
F (-24.1498, -15.1080, 22.9968)  0.000
F (-23.6693, -12.4254, 29.6427)  0.000
F (-24.9530, -14.1496, 25.9581)  0.000
P (-22.4448, -12.7490, 30.7238)  0.000
F (-22.7969, -18.0296, 27.1720)  0.143
F (-23.3124, -18.2030, 29.4643)  0.002
F (-24.4357, -11.7745, 27.0031)  0.000
F (-23.0869, -14.7272, 24.9033)  0.007
F (-26.2066, -13.1868, 30.6665)  0.000
F (-21.2590, -14.1936, 26.7059)  -0.010
F (-19.7120, -12.8538, 27.3654)  0.056
F (-25.4182, -13.8388, 28.6506)  0.000
P (-23.2661, -10.7829, 26.5222)  0.000
F (-24.9353, -17.8132, 27.8552)  0.055
F (-24.3053, -15.9583, 29.1607)  0.038
P (-24.6098, -14.5360, 24.4529)  -0.001
P (-23.5422, -17.0835, 28.2966)  -0.016
F (-24.2417, -13.0416, 24.1159)  0.003
F (-21.2441, -13.2266, 31.6188)  0.000
P (-26.8060, -13.2570, 29.1616)  0.000
Y (-23.3542, -13.6472, 27.6714)  0.000
F (-22.5821, -12.1838, 26.1486)  0.001
F (-27.3903, -14.7694, 29.3708)  0.000
F (-27.1242, -13.3586, 27.5573)  0.000

---

Formula: F3ISi
Source: the OMol25 dataset
Level of theory: wB97M-V/def2-TZVPD

The electronic energy comes out at -24134.696 eV. The total charge is 0. The spin multiplicity is 1. The calculation puts the energy above the lowest of the compared OMol25 structures with the same formula, charge and spin at 0.0 kcal per mole.

Last column: Löwdin charge in e.
Positions of all 5 atoms, in Å:
I (-2.9894, 0.0424, -0.0118)  -0.020
Si (0.3636, 0.0194, -0.1475)  0.270
F (1.4583, 0.2922, -1.2357)  -0.064
F (0.5754, 1.0821, 0.9933)  -0.095
F (0.5922, -1.4362, 0.4017)  -0.091

---

Formula: F3NO2S
Source: the OMol25 dataset
Level of theory: wB97M-V/def2-TZVPD

The electronic energy comes out at -24567.714 eV. The total charge is 0. The spin multiplicity is 1. The calculation puts the energy above the lowest of the compared OMol25 structures with the same formula, charge and spin at 0.0 kcal per mole. The structure (SMILES) is O=S(=O)(F)N(F)F.

Last column: Löwdin charge in e.
Positions of all 7 atoms, in Å:
F (0.1187, 0.8368, -1.5151)  -0.121
N (0.5924, -0.9086, 0.1377)  -0.101
O (-1.8403, -0.2749, -0.5775)  -0.219
F (1.7401, -0.1979, -0.1076)  -0.021
F (0.5208, -1.1780, 1.5311)  -0.014
O (-0.5312, 1.3744, 0.7348)  -0.196
S (-0.6005, 0.3482, -0.2033)  0.673

---

Formula: F3NO3S2
Source: the OMol25 dataset
Level of theory: wB97M-V/def2-TZVPD

The electronic energy comes out at -37450.306 eV. The total charge is 0. The spin multiplicity is 1. The calculation puts the energy above the lowest of the compared OMol25 structures with the same formula, charge and spin at 62.3 kcal per mole.

Last column: Löwdin charge in e.
Positions of all 9 atoms, in Å:
O (-0.7017, -0.0368, 0.6030)  -0.320
S (0.0905, 1.1680, 0.7327)  0.679
O (0.9655, -1.8818, -0.2528)  -0.286
S (-0.1216, -1.3152, -0.9594)  0.800
F (1.6109, 0.8731, 0.8997)  -0.076
N (-1.0472, -1.9260, -1.8768)  -0.178
F (-0.0829, 1.4440, 2.2953)  -0.119
O (-0.2078, 2.3884, 0.1294)  -0.149
F (0.5494, 0.3837, -1.2457)  -0.349

---

Formula: F3NOS2
Source: the OMol25 dataset
Level of theory: wB97M-V/def2-TZVPD

The electronic energy comes out at -33358.340 eV. The total charge is 0. The spin multiplicity is 1. The calculation puts the energy above the lowest of the compared OMol25 structures with the same formula, charge and spin at 7.7 kcal per mole.

Last column: Löwdin charge in e.
Positions of all 7 atoms, in Å:
F (1.5591, 1.2665, -0.6946)  -0.357
S (-1.0311, 0.0542, -0.3158)  0.919
S (1.7278, 0.0814, 0.4348)  0.959
N (-0.1325, -0.2367, 0.8076)  -0.478
F (-2.1743, 1.0173, 0.3744)  -0.319
O (2.2200, -1.0462, -0.2942)  -0.411
F (-2.1689, -1.1364, -0.3123)  -0.314

---

Formula: F3NOS2
Source: the OMol25 dataset
Level of theory: wB97M-V/def2-TZVPD

The electronic energy comes out at -33353.822 eV. The total charge is 0. The spin multiplicity is 3. The calculation puts the energy above the lowest of the compared OMol25 structures with the same formula, charge and spin at 32.5 kcal per mole. The expectation value of S² is 2.034.

Last column: Mulliken spin population.
Positions of all 7 atoms, in Å:
F (-2.6082, -0.2130, 1.0956)  0.016
S (-1.0099, -0.6119, 0.6439)  0.042
S (1.9159, 0.4401, 0.0343)  0.575
O (-0.3321, 0.6164, 1.0735)  0.073
F (0.6994, -1.2942, -0.1254)  0.363
N (2.4910, 0.7559, -1.2207)  0.923
F (-1.2200, -0.3607, -1.0623)  0.008

---

Formula: F4H12N2NaO14S4
Source: the OMol25 dataset
Level of theory: wB97M-V/def2-TZVPD

The electronic energy comes out at -90469.158 eV. The total charge is -1. The spin multiplicity is 1. The calculation puts the energy above the lowest of the compared OMol25 structures with the same formula, charge and spin at 0.0 kcal per mole.

Last column: Löwdin charge in e.
Positions of all 37 atoms, in Å:
O (0.1687, -1.3043, 0.1966)  -0.228
O (1.1817, 2.2871, -0.2921)  -0.236
O (-0.0367, -0.2902, 3.7815)  -0.054
N (1.5164, 0.3576, 1.5287)  -0.353
H (-3.0772, 2.5199, -0.9530)  -0.014
O (2.0525, -0.2403, -0.9818)  -0.212
O (-3.7023, -0.9275, -1.5158)  -0.277
O (-2.9693, 3.4365, -0.6575)  -0.078
F (2.4171, -1.7565, 0.7837)  -0.223
S (-3.5290, -0.0527, -2.6332)  0.483
O (-0.9921, -2.0057, -2.3948)  -0.271
Na (3.5575, 1.3640, 2.2634)  0.738
H (0.5164, 4.3965, -2.1779)  0.038
N (-2.5070, -0.4513, -3.7743)  -0.291
F (1.1233, 2.6375, 2.0645)  -0.191
H (3.6233, -1.8367, 3.3579)  0.062
H (3.1109, -4.0053, 0.5043)  0.004
H (0.1963, 0.1284, 2.9427)  -0.035
H (2.5746, -0.9081, 2.7831)  -0.023
O (3.2198, -4.9418, 0.6945)  -0.060
O (-0.5388, 0.3747, -2.2956)  -0.286
H (1.7518, 3.7583, -1.5767)  -0.007
F (-0.2656, -0.8852, -4.3248)  -0.195
S (-1.1165, -0.7290, -2.9905)  0.475
O (1.3982, 4.6075, -1.8580)  -0.068
S (0.6636, 1.6665, 0.8624)  0.529
O (-2.3604, -2.1945, 1.2119)  -0.065
F (-4.8914, -0.2288, -3.4407)  -0.192
O (-0.7333, 1.5765, 0.9955)  -0.187
O (3.2670, -0.9489, 3.4599)  -0.054
O (-3.4954, 1.3516, -2.3484)  -0.302
H (-2.8499, -1.3798, 1.0707)  0.024
H (-2.1847, 3.4111, -0.1048)  -0.001
H (-1.4689, -1.9829, 0.9177)  -0.023
S (1.3966, -0.5973, 0.2066)  0.521
H (0.6613, -0.9298, 3.9411)  0.014
H (2.3214, -5.2771, 0.7526)  0.038

---

Formula: F4Zn2
Source: the OMol25 dataset
Level of theory: wB97M-V/def2-TZVPD

The electronic energy comes out at -107694.520 eV. The total charge is 0. The spin multiplicity is 1. The calculation puts the energy above the lowest of the compared OMol25 structures with the same formula, charge and spin at 260.2 kcal per mole.

Last column: Löwdin charge in e.
Positions of all 6 atoms, in Å:
F (3.6965, -0.6739, -1.5686)  -0.530
Zn (-1.8601, 0.6558, 1.5743)  1.185
F (-3.4523, 0.3177, -0.6914)  -0.628
F (-0.3100, 2.8857, 1.8480)  -0.611
F (0.1048, -0.7052, -0.0022)  -0.645
Zn (1.8211, -2.4801, -1.1600)  1.231

---

Formula: F6H30O15P
Source: the OMol25 dataset
Level of theory: wB97M-V/def2-TZVPD

The electronic energy comes out at -56802.788 eV. The total charge is -1. The spin multiplicity is 1. The calculation puts the energy above the lowest of the compared OMol25 structures with the same formula, charge and spin at 49.6 kcal per mole.

Last column: Löwdin charge in e.
Positions of all 52 atoms, in Å:
H (28.3570, 4.5752, -11.4308)  0.021
H (28.8561, -2.3526, -12.7116)  -0.032
H (31.1105, -1.7798, -13.7051)  0.082
H (29.3746, -2.6269, -11.3159)  0.022
H (26.2084, 4.1982, -16.5266)  -0.028
O (28.2037, -3.4491, -14.9956)  -0.053
H (23.8635, 1.3820, -11.5376)  0.035
O (26.8442, 3.9625, -17.2022)  -0.069
O (30.5242, 3.8544, -14.7901)  -0.045
H (27.9940, 0.6549, -11.2345)  -0.015
H (25.7873, -1.3546, -13.4709)  -0.015
H (28.4207, 4.1242, -12.8746)  -0.017
O (24.3966, 0.6112, -11.3433)  -0.026
H (29.1393, -0.0406, -17.1216)  0.014
H (25.1433, -0.6884, -12.2737)  -0.045
O (28.5707, -2.6115, -11.8354)  -0.052
F (29.0708, 0.5946, -13.9788)  -0.138
O (25.5102, 3.4457, -12.6784)  -0.029
F (27.9176, 2.5813, -13.9480)  -0.132
F (25.8994, 1.2754, -14.5383)  -0.161
H (26.1007, 2.7019, -12.5585)  -0.001
H (28.9724, -2.9099, -14.8094)  -0.031
H (24.3000, 3.4734, -15.8614)  0.039
P (27.5025, 1.0105, -14.1691)  0.378
F (27.7591, 1.1720, -15.7963)  -0.171
O (25.1980, -1.5248, -12.7361)  -0.064
H (24.8963, 3.8570, -14.5238)  -0.004
H (29.8451, -0.9632, -13.8591)  0.004
O (26.0102, 1.0740, -17.9302)  -0.040
O (31.5337, 0.7964, -11.9262)  -0.042
H (29.7658, -0.8365, -15.9965)  -0.018
O (28.8366, 4.7156, -12.2472)  -0.051
F (26.9942, 0.8013, -12.6476)  -0.138
F (27.2441, -0.6279, -14.4963)  -0.177
H (29.8429, 3.1822, -14.7748)  -0.008
H (27.4777, -2.8265, -15.0352)  0.013
H (30.8480, 0.2695, -12.3367)  -0.016
O (23.1160, 1.2051, -14.0070)  -0.041
H (30.1740, 4.5381, -15.3611)  0.035
H (26.3174, 0.8136, -17.0619)  -0.007
O (28.5531, 0.2905, -10.5483)  -0.045
H (26.9165, 3.0100, -17.1420)  -0.022
H (24.8459, 3.3368, -11.9979)  0.046
H (23.9771, 1.4731, -13.6862)  -0.023
O (24.7404, 4.1916, -15.4069)  -0.038
O (30.1968, -1.8448, -13.9826)  -0.038
H (31.5862, 0.4656, -11.0296)  0.028
H (24.1042, 0.3295, -10.4764)  0.069
H (28.4492, 0.8908, -9.8100)  0.031
H (25.1073, 0.7587, -17.9700)  0.037
O (29.6129, -0.8526, -16.9413)  -0.045
H (23.0480, 1.6045, -14.8742)  0.025

---

Formula: F6H4N4O9P
Source: the OMol25 dataset
Level of theory: wB97M-V/def2-TZVPD

The electronic energy comes out at -50042.151 eV. The total charge is -2. The spin multiplicity is 2. The calculation puts the energy above the lowest of the compared OMol25 structures with the same formula, charge and spin at 0.0 kcal per mole. The expectation value of S² is 0.754.

Last column: Mulliken spin population.
Positions of all 24 atoms, in Å:
N (-2.6054, -1.0337, -2.6321)  -0.015
F (2.2321, -3.0154, -0.0914)  0.000
F (2.6478, -1.1733, 1.2700)  0.000
O (1.3785, 2.3909, -1.3706)  0.079
O (-3.7634, -1.3834, -2.7206)  0.104
F (0.9796, -2.2147, 2.7085)  0.000
O (-2.8517, 0.8732, 3.1997)  0.135
O (2.5878, 4.1860, -1.4249)  0.037
P (1.7352, -2.5305, 1.3687)  0.000
N (2.5119, 2.9749, -1.4646)  -0.006
N (-0.4285, 0.5681, -0.5885)  0.002
F (0.4997, -1.8254, 0.5419)  0.000
O (3.4959, 2.2897, -1.7881)  0.053
O (-1.8572, 1.6353, 1.3279)  0.134
F (0.8491, -3.8966, 1.5524)  0.000
H (-1.0039, 0.4180, -1.4049)  -0.001
N (-2.3671, 1.7664, 2.4643)  -0.019
O (-1.7183, -1.8704, -2.6946)  0.146
O (-2.2980, 0.1598, -2.5248)  0.118
H (0.0536, -0.2540, -0.2544)  0.002
F (3.0095, -3.2042, 2.2242)  0.000
H (-0.9875, 0.9746, 0.1480)  0.000
O (-2.3981, 2.9178, 2.9190)  0.230
H (0.2985, 1.2466, -0.7651)  0.001